[1]
{"formula": "C10H14Cl2NO2", "method": "ωB97M-V/def2-TZVPD", "elements": ["O", "H", "C", "C", "N", "H", "H", "C", "H", "C", "H", "O", "C", "C", "C", "C", "C", "C", "H", "H", "Cl", "Cl", "H", "H", "H", "H", "H", "H", "H"], "xyz": [[-5.62906, -0.78328, 0.64268], [-6.34097, -1.23832, 1.10310], [-4.82488, -1.70814, -0.06184], [-3.95902, -0.86754, -1.00438], [-3.41327, 0.25584, -0.21470], [-4.20730, 0.57067, 0.37076], [-2.65916, -0.05113, 0.43488], [-2.80097, 1.37009, -0.96613], [-2.18411, 0.94672, -1.76253], [-1.90747, 2.13096, 0.03070], [-2.51994, 2.68873, 0.74597], [-1.17712, 1.16636, 0.76286], [0.16632, 0.97100, 0.46492], [0.60561, -0.34516, 0.41084], [1.94216, -0.62266, 0.17121], [2.84487, 0.42361, -0.02804], [2.39348, 1.73439, 0.03538], [1.06228, 2.01496, 0.28377], [0.74258, 3.04238, 0.35876], [3.09636, 2.53995, -0.10168], [4.50139, 0.09440, -0.33836], [2.46878, -2.25553, 0.11113], [-0.08141, -1.15882, 0.58047], [-1.26042, 2.82834, -0.50275], [-3.56121, 2.01716, -1.40165], [-4.58601, -0.45072, -1.79544], [-3.15810, -1.45850, -1.44755], [-4.19649, -2.27833, 0.63574], [-5.42622, -2.41042, -0.64563]], "forces_ev_per_angstrom": [[-0.12, 0.12, -0.04], [0.00, 0.05, 0.05], [0.29, -0.18, -0.12], [-0.59, -0.61, -0.09], [-0.04, -0.02, 0.58], [0.31, 0.04, -0.07], [-0.36, -0.01, -0.20], [0.63, 0.58, -0.06], [-0.12, -0.05, 0.07], [-0.29, 0.07, -0.21], [0.08, -0.01, -0.08], [0.18, -0.04, 0.16], [0.35, -0.27, -0.15], [-0.08, 0.24, 0.04], [0.11, 0.24, -0.05], [-0.12, -0.10, 0.04], [0.02, -0.20, -0.03], [-0.30, -0.03, 0.07], [-0.03, 0.11, 0.02], [0.09, 0.06, -0.02], [0.06, 0.10, -0.01], [-0.09, -0.09, 0.02], [-0.09, -0.10, 0.01], [-0.09, -0.06, 0.02], [-0.06, -0.14, 0.03], [0.13, 0.06, 0.07], [0.04, 0.14, 0.05], [-0.04, 0.02, -0.11], [0.12, 0.06, -0.01]], "nbo_charge": [-0.75, 0.51, -0.08, -0.24, -0.53, 0.46, 0.46, -0.25, 0.23, -0.08, 0.21, -0.54, 0.28, -0.28, -0.03, -0.08, -0.18, -0.28, 0.23, 0.25, 0.07, 0.07, 0.23, 0.22, 0.24, 0.23, 0.24, 0.18, 0.21], "gap_ev": 9.0, "smiles": "OCC[NH2+]CCOc1ccc(Cl)c(Cl)c1", "total_charge": 1, "de_lowest_ev": 0.000, "molar_mass_g_mol": 251.1, "energy_ha": -1514.82476, "fmax_ev_per_a": 0.852}

***

[2]
{"formula": "C29H29N3O7S", "method": "ωB97M-V/def2-TZVPD", "elements": ["C", "H", "H", "O", "C", "C", "C", "C", "C", "C", "H", "H", "C", "N", "C", "O", "C", "H", "O", "C", "O", "C", "C", "C", "C", "C", "C", "H", "H", "H", "S", "O", "O", "N", "C", "H", "C", "H", "O", "C", "H", "C", "H", "H", "H", "H", "H", "H", "H", "N", "C", "C", "C", "C", "C", "C", "C", "H", "H", "H", "H", "H", "C", "H", "H", "H", "H", "H", "H"], "xyz": [[7.85332, 3.92797, 2.09858], [8.82734, 4.32219, 2.38394], [7.19780, 4.75743, 1.81353], [8.09544, 3.06375, 1.01493], [7.04316, 2.40619, 0.45797], [7.35250, 1.54096, -0.59309], [6.36011, 0.82551, -1.22570], [5.03375, 0.95902, -0.83431], [4.72830, 1.81865, 0.21069], [5.71759, 2.53819, 0.85715], [5.44113, 3.19212, 1.66895], [3.70383, 1.92909, 0.53794], [3.94019, 0.18576, -1.52162], [3.12531, -0.54005, -0.52361], [3.59124, -1.61990, 0.14124], [4.73350, -2.00834, 0.01210], [2.58794, -2.32635, 1.05429], [2.97242, -3.32584, 1.27036], [1.31892, -2.45047, 0.43100], [0.31840, -1.72311, 0.94457], [0.35737, -1.17781, 2.01772], [-0.85839, -1.66082, 0.03538], [-2.04949, -1.13480, 0.52747], [-3.11746, -0.96738, -0.32662], [-3.02996, -1.30789, -1.66280], [-1.84693, -1.84112, -2.15196], [-0.76516, -2.01761, -1.30741], [0.16292, -2.42057, -1.68082], [-1.76884, -2.11060, -3.19424], [-3.88703, -1.14306, -2.29711], [-4.63510, -0.27724, 0.32930], [-4.34089, 0.92721, 1.04777], [-5.59681, -0.20821, -0.73773], [-5.01062, -1.46007, 1.45642], [-5.67299, -2.62161, 0.89621], [-5.24496, -2.80801, -0.08916], [-7.18483, -2.39305, 0.78914], [-7.69770, -3.31334, 0.50475], [-7.72825, -2.00926, 2.03367], [-7.13018, -0.82174, 2.50682], [-7.61736, -0.59326, 3.45602], [-5.62254, -1.00630, 2.69142], [-5.14800, -0.06363, 2.96025], [-5.42361, -1.75918, 3.46038], [-7.30339, -0.00199, 1.79305], [-7.37174, -1.61375, 0.03744], [-5.46582, -3.47327, 1.55218], [-2.13088, -0.84473, 1.56283], [2.48085, -1.75825, 1.98697], [1.87274, -0.04469, -0.42146], [1.67609, 0.85531, -1.31214], [0.40745, 1.53822, -1.44715], [-0.49657, 1.54403, -0.38117], [-1.73521, 2.13848, -0.51772], [-2.08662, 2.73922, -1.71719], [-1.18761, 2.76126, -2.77147], [0.05432, 2.16966, -2.64080], [0.74422, 2.18228, -3.47150], [-1.45623, 3.23971, -3.70195], [-3.05974, 3.19332, -1.82439], [-2.43717, 2.12390, 0.30150], [-0.20322, 1.08488, 0.54913], [2.88648, 1.08074, -2.19413], [2.68008, 0.77439, -3.22097], [3.18345, 2.12992, -2.19682], [4.37969, -0.54752, -2.20317], [6.61614, 0.14979, -2.02754], [8.38501, 1.44305, -0.88788], [7.41644, 3.39428, 2.94861]], "forces_ev_per_angstrom": [[-0.05, 0.13, 0.16], [-0.09, 0.00, 0.02], [0.01, -0.04, 0.02], [0.03, -0.20, -0.23], [-0.04, -0.14, -0.18], [0.11, 0.19, 0.17], [-0.15, 0.12, 0.09], [0.05, 0.03, -0.01], [0.07, -0.17, -0.23], [0.19, 0.21, 0.21], [0.02, 0.07, 0.08], [-0.13, 0.00, 0.06], [0.26, -0.11, 0.11], [0.78, 0.32, -0.77], [-0.52, -0.41, 0.30], [0.12, -0.04, -0.01], [0.35, 0.16, 0.38], [-0.04, 0.20, -0.09], [-0.05, -0.43, -0.17], [-0.21, 0.16, 0.36], [-0.09, -0.09, -0.08], [-0.25, 0.08, -0.05], [0.36, -0.16, 0.08], [-0.52, 0.11, 0.06], [-0.14, 0.07, -0.07], [0.01, 0.03, 0.00], [-0.02, -0.01, 0.10], [0.08, -0.02, -0.04], [0.00, -0.01, -0.08], [-0.06, -0.02, -0.13], [0.32, -0.54, 0.00], [0.11, 0.00, 0.32], [0.14, -0.21, -0.04], [0.38, 0.81, -0.57], [-0.43, -0.33, -0.27], [-0.06, -0.24, -0.01], [0.18, -0.12, -0.24], [0.08, 0.05, -0.06], [-0.06, -0.12, 0.15], [0.23, 0.10, 0.18], [0.06, 0.08, -0.06], [-0.41, 0.41, 0.29], [-0.08, -0.06, 0.22], [0.02, 0.06, -0.06], [-0.05, -0.02, 0.09], [-0.05, -0.14, 0.08], [0.03, 0.05, -0.09], [0.09, 0.02, 0.17], [0.07, -0.16, -0.15], [-0.99, 0.51, 0.05], [0.85, -0.40, 0.03], [-0.62, 0.29, 0.06], [0.15, 0.08, -0.16], [-0.01, 0.03, 0.01], [0.01, 0.02, -0.04], [-0.13, 0.08, -0.07], [0.17, -0.15, 0.18], [0.09, 0.01, -0.08], [-0.03, 0.03, -0.07], [-0.10, 0.06, -0.02], [-0.03, 0.01, 0.07], [0.02, -0.05, 0.15], [-0.18, -0.17, 0.07], [-0.01, 0.04, -0.03], [0.01, -0.03, -0.06], [-0.03, 0.13, 0.04], [0.04, -0.11, -0.08], [0.14, -0.02, -0.03], [0.00, 0.02, -0.03]], "nbo_charge": [-0.25, 0.20, 0.18, -0.49, 0.31, -0.25, -0.16, -0.08, -0.15, -0.31, 0.22, 0.21, -0.06, -0.28, 0.65, -0.60, -0.17, 0.22, -0.51, 0.81, -0.60, -0.09, -0.15, -0.34, -0.16, -0.22, -0.16, 0.23, 0.22, 0.25, 2.32, -0.95, -0.95, -0.68, -0.26, 0.22, -0.09, 0.20, -0.52, -0.09, 0.20, -0.26, 0.24, 0.21, 0.17, 0.19, 0.21, 0.25, 0.24, -0.24, 0.24, -0.12, -0.18, -0.20, -0.20, -0.23, -0.15, 0.20, 0.21, 0.22, 0.24, 0.23, -0.47, 0.23, 0.24, 0.23, 0.21, 0.22, 0.18], "gap_ev": 8.5, "smiles": "COc1ccc([C@@H]2CC(c3ccccc3)=NN2C(=O)COC(=O)c2cccc(S(=O)(=O)N3CCOCC3)c2)cc1", "de_lowest_ev": 0.482, "molar_mass_g_mol": 563.6, "energy_ha": -2211.61107, "fmax_ev_per_a": 1.147}